Run a
A gas-phase ion, C3H7NOS (charge -2), computed with the ωB97M-V functional and the def2-TZVPD basis.

```
! wB97M-V def2-TZVPD RIJCOSX def2/J DEFGRID3
* xyz -2 1
C -0.203 0.889 -0.358
C -1.349 0.399 0.507
S -3.053 1.031 0.092
N 1.141 0.308 -0.088
C 1.276 -1.189 -0.316
O 2.528 -1.630 -0.329
H -0.369 0.761 -1.429
H -0.059 1.965 -0.191
H -1.165 0.764 1.504
H -1.437 -0.684 0.526
H 1.334 0.415 0.907
H 0.731 -1.354 -1.286
H 0.627 -1.675 0.461
*
```

Values from the calculation:
orbital gap	5.557	eV
SMILES	[O-]CNCC[S-]

---

Run b
A gas-phase ion, C3H7NOS (charge -2), computed with the ωB97M-V functional and the def2-TZVPD basis.

```
! wB97M-V def2-TZVPD RIJCOSX def2/J DEFGRID3
* xyz -2 1
C -0.330 -0.286 0.431
C 0.281 -1.661 0.748
S -0.151 -2.439 2.417
N 0.637 0.503 -0.400
C -0.028 1.815 -0.890
O -0.999 1.561 -1.778
H -1.215 -0.498 -0.186
H -0.639 0.248 1.338
H 1.360 -1.473 0.683
H 0.161 -2.449 -0.001
H 0.570 -0.046 -1.257
H 0.800 2.487 -1.175
H -0.448 2.239 0.070
*
```

Values from the calculation:
orbital gap	5.635	eV
SMILES	[O-]CNCC[S-]

---

Which is most stable? The ranking, best first, is run a, run b.